Entry 1:
100
Properties=species:S:1:pos:R:3:mulliken_spin:R:1 method="wB97M-V/def2-TZVPD" lumo_energy_ev="4.16 / 4.16" total_charge=-2 gap_ev="5.808 / 5.803" e_above_lowest_kj_mol=0.00 s2=2.02 spin_multiplicity=3 homo_energy_ev="-1.6 / -1.6"
V 0.652 -1.331 0.245 2.052
Cl 1.307 4.258 -0.008 0.000
Cl -0.719 -3.093 1.888 -0.010
P 2.432 -0.194 2.940 -0.012
P -2.400 0.700 -1.509 0.015
O 1.268 0.927 3.051 0.004
O 1.982 -1.167 1.889 -0.023
O 2.827 -0.698 4.278 -0.002
O 1.003 0.402 -0.334 0.011
O 2.365 1.810 -1.417 0.019
O 3.594 0.737 2.297 0.006
N 2.028 -2.679 -0.580 -0.094
C -5.112 -2.230 -0.545 -0.009
C -4.540 -1.031 -0.930 0.007
C 0.380 0.850 5.303 0.001
C -0.009 2.764 3.745 0.001
C -4.287 2.248 -0.152 0.000
C 4.812 0.195 1.723 0.001
C -0.880 -2.031 -1.287 0.069
C 4.563 -0.241 0.286 -0.014
C -1.105 1.244 -5.918 0.000
C 1.099 2.551 0.497 0.001
C 1.559 1.540 -0.548 -0.011
C -4.506 2.325 -2.552 0.000
C 2.716 -3.711 0.019 0.019
C -0.745 2.117 -4.903 0.000
C -5.558 3.223 -2.445 0.000
C 2.272 2.405 4.713 0.000
C 3.609 -3.417 -2.018 0.000
C -3.643 1.724 1.103 -0.001
C -2.018 0.788 -3.310 0.002
C -1.918 0.159 -5.628 -0.001
C -2.310 -2.038 -1.045 -0.001
C 3.692 -4.187 -0.829 0.005
C -5.343 3.149 -0.061 0.000
C -3.283 -1.285 -4.128 0.003
C 2.169 -1.460 -2.815 0.016
C -0.907 -1.299 1.631 -0.084
C 2.413 -4.241 1.386 -0.001
C -5.980 3.639 -1.192 0.000
C 5.785 1.367 1.767 0.000
C 1.000 1.724 4.218 -0.001
C -3.169 -0.908 -1.163 -0.035
C 2.584 -2.515 -1.833 0.025
C -4.283 -3.341 -0.396 0.003
C -3.858 1.825 -1.424 0.001
C -2.932 -3.243 -0.643 0.009
C -1.197 1.874 -3.618 -0.001
C 5.346 -0.971 2.547 -0.001
C -2.391 -0.090 -4.339 0.002
H 4.224 -3.490 -2.905 0.000
H 2.027 3.092 5.528 0.000
H -0.574 -1.383 -2.111 -0.015
H 4.203 0.593 -0.317 0.000
H 0.050 2.394 0.729 -0.004
H -3.915 0.679 1.272 0.000
H 3.233 -4.893 1.697 0.000
H 2.794 -1.559 -3.707 0.001
H 4.377 -4.994 -0.605 0.001
H -2.808 -2.026 -3.485 0.000
H -0.854 2.266 3.265 0.000
H -3.953 2.307 1.971 0.000
H -4.701 -4.292 -0.082 0.000
H -6.043 3.596 -3.340 0.000
H 4.677 -1.831 2.484 0.000
H -4.174 2.008 -3.533 0.000
H -6.179 -2.300 -0.366 -0.001
H 2.984 1.661 5.068 0.000
H 5.495 -0.610 -0.151 0.000
H 2.294 -0.447 -2.430 -0.003
H -0.744 1.396 -6.928 0.000
H 1.692 2.392 1.395 0.002
H -0.091 2.957 -5.093 0.000
H -1.942 -1.139 1.333 0.000
H -5.176 -0.161 -1.054 0.000
H 5.448 -0.695 3.597 0.000
H -0.502 -3.041 -1.449 0.020
H -0.690 -0.830 2.590 0.013
H -0.380 3.345 4.593 0.000
H 6.320 -1.266 2.147 0.000
H 3.832 -1.048 0.244 0.016
H 1.131 -1.563 -3.137 -0.002
H -3.506 -1.753 -5.088 0.000
H 0.126 1.460 6.174 0.000
H 5.348 2.224 1.253 0.000
H 1.492 -4.831 1.405 0.002
H -0.533 0.385 4.924 -0.001
H 6.721 1.102 1.271 0.000
H 5.996 1.648 2.801 0.000
H -4.223 -1.007 -3.649 0.000
H 1.079 0.067 5.591 0.000
H -5.665 3.476 0.923 0.000
H 2.732 2.971 3.901 0.000
H 0.441 3.449 3.024 0.000
H -2.194 -0.528 -6.420 0.000
H -2.298 -4.114 -0.519 -0.001
H -0.887 2.540 -2.825 0.000
H -6.796 4.345 -1.092 0.000
H 2.302 -3.443 2.119 0.002
H -2.553 1.747 1.031 0.000

Entry 2:
40
Properties=species:S:1:pos:R:3:lowdin_charge:R:1 method="wB97M-V/def2-TZVPD" smiles=CCN[C@@H](CN)CS.O.O.O.O.O.O lumo_energy_ev=0.17 gap_ev=9.091 e_above_lowest_kj_mol=194.70 homo_energy_ev=-8.9
S -2.689 -2.061 -2.253 0.704
O -3.989 1.128 1.077 -0.061
O 1.098 2.783 1.339 -0.057
O -0.387 0.873 4.500 -0.044
O 0.563 -3.115 1.713 -0.060
O 3.103 0.513 1.323 -0.065
O -1.869 3.272 -0.148 -0.063
N 0.904 -0.386 -1.248 -0.038
N -0.369 -0.430 1.321 0.026
C 3.075 0.025 -2.308 -0.081
C 1.917 -0.934 -2.123 -0.296
C -0.314 -1.170 -1.083 -0.422
C -1.094 -0.533 0.053 -0.266
C -1.146 -1.040 -2.376 -0.479
H -1.498 2.926 0.671 0.013
H 2.683 1.039 -2.344 0.071
H -1.007 -0.293 2.089 0.050
H -1.931 -1.184 0.308 0.093
H -1.587 0.397 -0.254 0.101
H 1.520 -1.284 -3.092 0.098
H 2.311 0.023 1.036 0.008
H -0.890 1.663 4.298 0.038
H 1.610 2.691 2.148 0.035
H 0.728 0.598 -1.402 0.121
H -4.111 1.247 0.128 0.038
H 1.701 2.482 0.647 0.027
H -2.646 3.779 0.097 0.034
H 0.261 0.362 1.297 0.036
H 0.098 -2.523 2.297 0.004
H 0.710 -2.759 0.841 -0.008
H 3.668 0.074 -1.383 0.065
H -0.616 -1.424 -3.240 0.059
H -2.339 -3.049 -3.085 -0.157
H 2.959 0.392 2.273 0.048
H 2.241 -1.922 -1.765 0.118
H -0.188 -2.240 -0.936 0.128
H -4.143 0.201 1.280 0.033
H 3.807 -0.239 -3.063 0.074
H -0.673 0.141 3.954 0.002
H -1.466 -0.023 -2.587 0.074

Entry 3:
62
Properties=species:S:1:pos:R:3:lowdin_charge:R:1 method="wB97M-V/def2-TZVPD" lumo_energy_ev="-14.53 / -14.53" total_charge=+4 gap_ev="5.787 / 5.787" homo_energy_ev="-20.3 / -20.3"
Pt 0.496 -0.428 -0.560 1.017
P 2.087 -1.717 -1.619 0.895
P 1.038 -2.325 0.774 0.946
O -2.814 -2.612 -1.600 0.177
O -0.758 -3.048 -1.187 -0.005
N -1.961 1.324 -1.015 0.032
N -3.571 -0.129 -1.682 0.280
N -1.389 -0.920 -1.035 -0.032
N -0.706 1.590 -0.456 0.009
N 2.012 -2.926 -0.476 -0.235
N -1.700 -2.300 -1.300 -0.373
C 2.681 0.907 -1.270 -0.135
C -0.791 -3.253 2.491 -0.045
C 0.392 -4.974 1.192 -0.040
C 2.360 -2.489 -3.130 -0.322
C 3.618 -2.597 -5.173 0.001
C 2.034 -1.495 2.000 -0.362
C 2.818 0.425 3.228 -0.033
C 4.268 -0.692 -0.265 -0.034
C 2.866 -2.335 2.751 -0.047
C 2.004 -0.116 2.248 -0.115
C 4.536 1.701 0.012 0.036
C 3.349 -1.947 -3.990 -0.028
C -2.352 0.060 -1.255 -0.332
C 0.165 -3.615 1.512 -0.359
C 1.851 -4.221 -4.714 0.000
C 4.976 0.380 0.226 0.023
C 3.113 -0.431 -1.024 -0.390
C -0.300 -5.940 1.885 0.001
C 3.683 -1.777 3.721 -0.006
C 3.408 1.971 -0.740 -0.016
C 3.641 -0.410 3.977 0.005
C 2.852 -3.702 -5.547 0.051
C -1.490 -4.238 3.153 -0.006
C 1.569 -3.602 -3.521 -0.052
C -1.224 -5.577 2.871 0.042
H 4.334 -2.418 4.301 0.138
H -0.269 2.357 -0.966 0.136
H 3.129 2.994 -0.957 0.137
H 4.608 -1.706 -0.098 0.137
H 3.909 -1.062 -3.714 0.124
H 1.121 -5.285 0.455 0.114
H -0.951 -2.211 2.748 0.122
H -1.720 -6.352 3.441 0.145
H 5.897 0.208 0.771 0.146
H -2.218 -3.976 3.909 0.138
H 2.801 1.489 3.427 0.131
H 1.331 0.540 1.705 0.071
H 5.110 2.521 0.427 0.147
H 4.424 -2.254 -5.809 0.142
H 2.880 -3.407 2.591 0.126
H 1.868 1.108 -1.966 0.100
H 4.229 0.001 4.788 0.139
H -0.132 -6.986 1.663 0.140
H 1.304 -5.105 -5.012 0.140
H 3.033 -4.168 -6.509 0.147
H -2.604 2.096 -1.151 0.195
H -3.911 -1.055 -1.897 0.132
H -4.208 0.650 -1.807 0.173
H 1.964 -3.889 -0.793 0.092
H -0.808 1.890 0.516 0.139
H 0.754 -3.959 -2.903 0.102

Entry 4:
197
Properties=species:S:1:pos:R:3:lowdin_charge:R:1 method="wB97M-V/def2-TZVPD" lumo_energy_ev=-0.13 gap_ev=10.703 e_above_lowest_kj_mol=205.73 homo_energy_ev=-10.8
O 2.592 -1.861 0.145 0.034
O -5.075 -4.152 -2.696 0.027
O -1.946 6.909 0.604 0.010
O -2.948 -1.947 -2.698 0.042
O 4.119 4.588 3.792 0.083
O -3.779 0.720 5.450 0.041
O -4.954 -0.972 6.041 0.053
O -3.576 5.582 0.265 0.071
O 3.447 -1.279 6.092 0.041
O 0.161 4.089 8.224 0.083
O 5.988 -0.488 -0.922 0.086
O -2.836 -1.889 -4.751 0.069
O 0.966 -2.779 1.269 0.029
O 5.463 -0.526 5.943 0.051
O 0.093 2.023 7.743 0.060
O 4.864 2.658 3.247 0.026
O 3.095 5.425 -1.264 0.041
O 0.419 6.570 3.090 0.056
O 1.215 5.160 1.621 0.018
O -5.828 -2.599 -3.942 0.092
O 4.722 4.154 -1.975 0.013
O 4.621 -0.446 -2.628 0.033
N -5.776 -3.158 -2.895 -0.468
N 1.964 -2.044 1.201 -0.393
N 1.255 1.366 3.657 0.184
N -2.138 -0.624 2.579 0.174
N 5.047 -0.064 -1.541 -0.441
N -3.897 -0.416 5.843 -0.430
N -6.349 0.639 -0.861 0.172
N 4.720 -4.096 3.047 0.170
N 0.536 -5.475 -4.398 0.171
N -2.526 -2.396 -3.735 -0.470
N 0.893 6.283 1.995 -0.386
N 1.708 2.068 -3.860 0.160
N -2.958 6.321 1.005 -0.400
N 4.255 -0.360 6.073 -0.437
N 4.431 3.772 2.983 -0.439
N -4.054 3.245 3.176 0.175
N 3.805 4.985 -2.163 -0.375
N 0.844 7.889 -2.945 0.143
N -3.358 2.881 -5.075 0.180
N 0.233 3.175 7.467 -0.486
N 4.444 -6.338 -3.721 0.153
C 1.161 -1.325 -4.451 -0.248
C 4.900 -6.305 -2.669 -0.226
C 1.477 -7.560 -3.127 -0.194
C 2.103 -0.295 -5.083 -0.161
C -5.558 0.825 -1.666 -0.206
C 7.752 -3.180 5.149 -0.114
C 5.365 -4.576 3.876 -0.205
C -5.291 1.130 2.399 -0.217
C -6.614 -2.758 -1.791 0.024
C 0.341 2.607 0.555 -0.255
C -3.318 2.506 -0.912 -0.084
C 0.586 1.839 2.874 -0.205
C -3.462 1.947 -5.677 -0.233
C 1.504 -1.677 -2.988 -0.095
C 4.001 3.941 1.547 0.046
C -1.660 -3.525 -3.709 0.000
C -3.058 0.751 -7.879 -0.257
C 4.826 -5.089 -0.363 -0.283
C 0.817 -6.401 -3.781 -0.202
C -2.171 -1.649 2.037 -0.172
C 0.651 3.478 6.066 0.040
C 0.646 -8.041 -1.939 -0.297
C -2.316 -2.959 1.336 -0.177
C -0.443 4.954 -4.851 -0.124
C -2.389 -4.209 2.255 -0.233
C 0.499 1.377 -0.405 -0.064
C 6.779 -4.091 5.880 -0.273
C -0.492 4.619 -3.410 -0.273
C -6.639 1.009 3.069 -0.240
C 6.235 -5.132 4.925 -0.209
C 3.707 0.993 6.264 0.024
C 4.273 1.062 -0.963 0.042
C -4.722 2.379 2.801 -0.250
C -0.760 -8.432 -2.330 -0.134
C 2.389 -1.398 2.444 0.027
C -3.590 -4.209 3.244 -0.097
C 3.323 -5.037 -0.366 -0.110
C -3.390 6.535 2.402 0.039
C -7.756 1.747 2.277 -0.089
C 5.431 -6.082 -1.309 -0.206
C 3.567 5.417 -3.630 0.072
C -2.529 -1.100 6.113 0.060
C 0.991 7.448 1.056 0.054
C -3.212 -0.611 -8.446 -0.130
C -0.355 2.371 1.866 -0.169
C 0.152 7.003 -2.662 -0.236
C -4.431 1.102 -2.554 -0.210
C -0.759 5.855 -2.472 -0.163
C 1.990 1.104 -4.423 -0.148
C -3.733 0.748 -6.464 -0.166
C -3.140 1.326 -1.850 -0.264
H -1.414 -4.252 2.693 0.092
H -0.186 3.407 -0.021 0.107
H 1.346 3.049 0.629 0.077
H 0.797 -1.108 -2.370 0.069
H 1.601 -8.392 -3.862 0.139
H -2.398 -1.181 7.229 0.112
H -2.388 1.467 -2.626 0.106
H -1.309 -7.540 -2.767 0.088
H 1.575 2.903 5.967 0.065
H 0.147 7.453 0.387 0.054
H -4.245 -0.805 -8.521 0.066
H 2.932 -6.043 -0.306 0.065
H 3.731 2.950 1.189 0.075
H 2.911 -4.452 -1.219 0.083
H -2.759 -1.362 -7.798 0.078
H 8.619 -3.767 4.871 0.070
H -0.601 -9.227 -3.093 0.086
H -7.283 2.672 1.914 0.069
H -2.590 -2.179 5.830 0.085
H -3.542 1.465 -8.573 0.115
H -4.258 7.218 2.373 0.112
H -0.492 1.076 -0.708 0.045
H 4.171 0.837 0.094 0.086
H -6.475 1.588 3.925 0.079
H 5.705 -5.903 5.520 0.123
H 7.075 -5.612 4.288 0.149
H 3.148 -0.755 -5.095 0.138
H -1.168 1.619 1.757 0.096
H -1.222 3.848 -3.085 0.097
H -0.652 3.282 2.352 0.101
H 1.958 7.392 0.567 0.090
H 0.500 -7.201 -1.170 0.126
H -5.901 -2.204 -1.125 0.113
H -0.146 4.118 -5.455 0.062
H -1.419 -3.058 0.724 0.090
H -2.556 7.033 2.967 0.107
H -1.351 -8.851 -1.521 0.066
H -4.824 0.712 -6.474 0.128
H 3.974 1.592 5.369 0.087
H 0.761 4.567 5.999 0.099
H 0.099 5.875 -5.064 0.072
H -3.608 -3.436 4.041 0.053
H -1.464 5.206 -5.137 0.068
H 1.019 1.686 -1.304 0.036
H 0.480 4.226 -3.141 0.055
H 1.382 -2.256 -4.961 0.096
H -3.354 -0.191 -5.975 0.095
H 2.448 -7.190 -2.853 0.050
H -2.321 -4.388 -3.471 0.116
H 5.216 -5.390 0.614 0.088
H 7.381 -4.681 6.609 0.118
H 1.501 -2.724 -2.688 0.062
H -3.616 5.632 2.950 0.047
H -2.781 -0.729 -9.421 0.072
H -5.141 1.024 1.326 0.082
H -2.899 0.469 -1.261 0.088
H -6.734 -0.046 3.377 0.116
H -4.443 0.215 -3.193 0.101
H -3.068 3.451 -1.437 0.076
H -6.959 -3.691 -1.309 0.108
H 0.988 0.530 0.109 0.069
H 5.927 -3.599 6.367 0.112
H -1.774 6.187 -2.724 0.125
H -1.034 -3.438 -2.813 0.100
H 4.902 4.326 1.023 0.112
H 1.540 -1.045 2.996 0.067
H 4.041 1.402 7.238 0.115
H 1.185 -8.966 -1.520 0.133
H 1.942 -0.134 -6.132 0.092
H -2.508 -5.110 1.622 0.115
H -1.961 1.056 -7.797 0.132
H -8.538 2.065 2.954 0.059
H 3.220 4.683 1.557 0.048
H 8.188 -2.411 5.827 0.085
H -3.205 -2.933 0.700 0.112
H 3.052 -0.554 2.194 0.097
H 2.726 6.157 -3.582 0.075
H 5.353 -7.119 -0.904 0.125
H -7.534 -2.304 -2.067 0.089
H 5.049 1.806 -1.141 0.096
H 2.450 -1.300 -2.706 0.023
H 6.559 -5.975 -1.460 0.142
H -1.129 -3.671 -4.651 0.078
H -1.808 -0.499 5.642 0.056
H -4.552 -4.026 2.669 0.092
H -4.327 2.571 -0.474 0.072
H 7.229 -2.661 4.352 0.070
H 4.471 5.889 -3.943 0.083
H 3.224 4.549 -4.192 0.080
H 2.622 0.827 6.360 0.080
H 3.022 -2.132 2.936 0.073
H -2.588 2.301 -0.106 0.063
H -0.093 3.148 5.304 0.097
H 3.054 -4.515 0.576 0.054
H 3.327 1.227 -1.440 0.068
H -4.582 0.371 2.870 0.108
H -0.707 5.586 -1.411 0.087
H -4.659 1.931 -3.191 0.091
H 0.062 -1.088 -4.620 0.117
H -8.131 1.274 1.320 0.073
H 5.210 -4.026 -0.494 0.136
H 0.957 8.357 1.717 0.120
H -3.665 -5.179 3.732 0.063